[1]
Density functional theory data (wB97M-V/def2-TZVPD) for a structure of composition C9H22CeClIO2P in a non-equilibrium geometry.

The geometry in ORCA input format:
```
! RIJCOSX wB97M-V def2-TZVPD def2/J DEFGRID3
* xyz 3 1
C 0.99 -1.39 -0.61
I 1.31 2.48 -0.25
H -0.04 -1.85 -0.77
H 1.29 -1.88 0.32
H 1.52 -1.77 -1.47
Ce -1.11 0.16 0.10
P -0.06 0.55 -2.68
C 1.53 1.02 -3.45
C -0.55 -0.83 -3.79
H -2.14 1.72 -2.76
H -1.20 1.81 -4.30
H -0.74 2.84 -2.89
C -1.15 1.87 -3.20
H -1.49 -1.28 -3.46
H -0.67 -0.38 -4.78
H 1.29 1.18 -4.51
H 2.28 0.23 -3.31
H 0.22 -1.62 -3.82
H 1.88 1.96 -2.99
C 1.64 0.08 -0.49
O 2.86 0.03 -0.48
Cl -3.38 -0.50 -1.00
C -1.60 1.61 3.50
C -0.32 0.86 3.35
O -0.39 -0.32 2.44
C -0.36 -1.60 3.08
C 1.05 -2.04 3.41
H -1.82 2.14 2.59
H -1.41 2.36 4.26
H -2.43 0.95 3.75
H 0.51 1.46 2.98
H -0.01 0.51 4.33
H -0.91 -1.57 4.03
H -0.90 -2.27 2.39
H 1.53 -1.35 4.10
H 1.10 -3.03 3.84
H 1.67 -2.11 2.52
*
```

Energy   -56592.6092 eV
HOMO energy (spin up / spin down)   -0.7645 / -0.7646 Eh
Largest force on an atom   5.62 eV/Å
M   495.7 g/mol
Relative energy (zero: lowest compared OMol25 entry of this formula, charge and spin)   0.0 kJ/mol

[2]
Density functional theory data (wB97M-V/def2-TZVPD) for a cluster of 2 separate species, C4H8IN2S in total in a non-equilibrium geometry.

The geometry in ORCA input format:
```
! RIJCOSX wB97M-V def2-TZVPD def2/J DEFGRID3
* xyz 1 1
C 0.27 0.24 -0.21
C -2.83 0.79 0.03
C 0.48 1.68 -0.54
C 1.40 -1.84 0.57
N -0.91 -0.27 -0.34
N 1.34 -0.44 0.20
S -2.69 2.31 0.25
I -4.06 -0.78 -0.14
H -0.07 2.31 0.15
H 1.53 1.95 -0.49
H 0.10 1.88 -1.54
H 2.12 -1.95 1.38
H 1.72 -2.45 -0.27
H 0.44 -2.19 0.92
H -1.07 -1.24 -0.10
H 2.23 0.03 0.15
*
```

Energy   -26185.2368 eV
HOMO energy   -0.4908 Eh
Largest force on an atom   1.91 eV/Å
M   243.1 g/mol
Relative energy (zero: lowest compared OMol25 entry of this formula, charge and spin)   74.7 kJ/mol

[3]
Density functional theory data (wB97M-V/def2-TZVPD) for an isolated molecule of C6H6O4 in a non-equilibrium geometry.

The geometry in ORCA input format:
```
! RIJCOSX wB97M-V def2-TZVPD def2/J DEFGRID3
* xyz 0 1
C -1.04 0.39 0.50
C -1.94 -0.60 -0.27
C 0.41 0.05 0.24
C 1.31 -0.83 0.80
C 2.47 -0.63 0.07
C 2.30 0.28 -0.86
H -0.92 1.75 -0.88
H -1.25 0.18 1.51
H -3.35 0.71 0.23
H 0.97 -1.57 1.61
H 3.37 -1.20 0.33
H 2.85 0.92 -1.46
O -1.43 1.65 0.14
O -3.19 -0.29 -0.25
O -1.55 -1.63 -0.91
O 0.99 0.81 -0.78
*
```

SMILES   O=C(O)[C@H](O)c1ccco1
Energy   -14506.6811 eV
HOMO energy   -0.3302 Eh
Largest force on an atom   5.34 eV/Å
M   142.1 g/mol
Relative energy (zero: lowest compared OMol25 entry of this formula, charge and spin)   268.6 kJ/mol

[4]
Density functional theory data (wB97M-V/def2-TZVPD) for a cluster of 2 separate species, C2H7I2N2O in total.

The geometry in ORCA input format:
```
! RIJCOSX wB97M-V def2-TZVPD def2/J DEFGRID3
* xyz 1 1
C -0.58 2.01 -1.10
C -0.22 0.76 -0.39
N -0.29 0.71 0.92
N 0.61 -2.39 0.53
O 0.16 -0.26 -1.06
I 2.25 -3.50 -0.18
I -0.84 2.20 2.20
H -1.62 2.27 -0.86
H 0.04 2.83 -0.75
H -0.47 1.89 -2.17
H -0.03 -0.16 1.38
H 0.79 -2.26 1.53
H -0.20 -3.00 0.47
H 0.39 -1.10 -0.52
*
```

Energy   -23409.2856 eV
HOMO energy   -0.4864 Eh
Largest force on an atom   0.84 eV/Å
M   328.9 g/mol
Relative energy (zero: lowest compared OMol25 entry of this formula, charge and spin)   0.0 kJ/mol

[5]
Density functional theory data (wB97M-V/def2-TZVPD) for the ion C3H9N2 with charge +1 in a non-equilibrium geometry.

The geometry in ORCA input format:
```
! RIJCOSX wB97M-V def2-TZVPD def2/J DEFGRID3
* xyz 1 1
C -2.13 -0.01 0.25
C -1.01 -0.43 -0.27
C 0.33 -0.31 0.32
N 1.12 -1.31 -0.14
N 0.93 1.18 -0.01
H -3.04 -0.12 -0.29
H -1.95 0.64 1.07
H -0.89 -0.76 -1.35
H 0.34 -0.11 1.43
H 1.08 -1.78 -1.10
H 1.98 -1.75 0.25
H 1.45 1.36 -0.85
H 0.23 1.93 -0.01
H 1.56 1.45 0.69
*
```

SMILES   C=C[C@@H](N)[NH3+]
Energy   -6229.0310 eV
HOMO energy   -0.5339 Eh
Largest force on an atom   4.37 eV/Å
M   73.1 g/mol
Relative energy (zero: lowest compared OMol25 entry of this formula, charge and spin)   194.7 kJ/mol

[6]
Density functional theory data (wB97M-V/def2-TZVPD) for an isolated molecule of C5H11Cl2P in a non-equilibrium geometry.

The geometry in ORCA input format:
```
! RIJCOSX wB97M-V def2-TZVPD def2/J DEFGRID3
* xyz 0 1
C -0.75 0.08 1.40
C 1.66 -0.46 0.91
C 0.41 1.48 -0.26
C 0.26 0.03 0.33
C -0.17 -0.90 -0.77
P -2.22 -0.49 -1.35
Cl -0.30 -2.45 -0.18
Cl 0.82 -0.84 -2.27
H -1.66 -0.03 0.93
H -0.73 0.93 2.01
H -0.66 -0.82 1.97
H 2.53 0.01 0.35
H 1.77 -1.46 0.92
H 1.76 -0.07 1.89
H 1.17 1.38 -1.17
H -0.55 1.91 -0.64
H 0.83 2.27 0.34
H -2.01 0.69 -1.93
H -2.16 -1.26 -2.47
*
```

SMILES   CC(C)(C)C(P)(Cl)Cl
Energy   -39695.1420 eV
HOMO energy   -0.3384 Eh
Largest force on an atom   4.87 eV/Å
M   173.0 g/mol
Relative energy (zero: lowest compared OMol25 entry of this formula, charge and spin)   67.8 kJ/mol

[7]
Density functional theory data (wB97M-V/def2-TZVPD) for an isolated molecule of C3H4FNO2S in a non-equilibrium geometry.

The geometry in ORCA input format:
```
! RIJCOSX wB97M-V def2-TZVPD def2/J DEFGRID3
* xyz 0 1
C -1.06 -0.40 -1.09
C 1.18 -0.26 -0.19
C 1.06 1.06 0.48
H -2.11 -1.17 1.62
H -1.37 -0.24 -2.11
H 1.96 1.58 0.58
H 0.45 0.92 1.38
N -1.96 -0.66 -0.25
O -1.36 -1.02 0.98
O 0.29 -0.67 -1.03
F 0.27 1.87 -0.29
S 2.64 -1.01 -0.08
*
```

SMILES   O/N=C\OC(=S)CF
Energy   -22310.3543 eV
HOMO energy   -0.3308 Eh
Largest force on an atom   3.89 eV/Å
M   137.1 g/mol
Relative energy (zero: lowest compared OMol25 entry of this formula, charge and spin)   249.2 kJ/mol

[8]
Density functional theory data (wB97M-V/def2-TZVPD) for a cluster of 2 separate species, C7H8NO2S in total in a non-equilibrium geometry.

The geometry in ORCA input format:
```
! RIJCOSX wB97M-V def2-TZVPD def2/J DEFGRID3
* xyz -1 1
C 0.48 1.50 0.27
C 0.36 1.68 1.63
C -0.34 0.63 -0.40
C -0.63 0.93 2.36
C -1.27 -0.08 0.29
C -1.45 0.05 1.65
C -2.09 -1.12 -0.48
N 2.21 -2.12 -1.14
O 1.64 -0.02 -2.47
O 3.05 0.05 -0.39
S 1.97 -0.55 -1.12
H 1.29 2.02 -0.21
H 1.04 2.46 1.99
H -0.37 0.30 -1.44
H -0.71 1.00 3.46
H -2.06 -2.13 0.15
H -3.21 -0.84 -0.76
H -1.63 -1.25 -1.42
H 1.72 -2.51 -1.97
*
```

Energy   -23805.4886 eV
HOMO energy (spin up / spin down)   -0.1634 / -0.1062 Eh
Largest force on an atom   3.28 eV/Å
M   170.2 g/mol
Relative energy (zero: lowest compared OMol25 entry of this formula, charge and spin)   303.0 kJ/mol